# 1
This record from the OMol25 dataset describes a gas-phase ion, C4H5NO2S (charge -2) in a non-equilibrium geometry. The level of theory is the ωB97M-V functional and the def2-TZVPD basis.

Geometry as XYZ:
```
13
Properties=species:S:1:pos:R:3:forces:R:3:nbo_charge:R:1
C 1.55503 0.09550 0.60949 -2.6 1.1 0.4 -0.652
C 0.76088 -0.54447 -0.55243 -1.5 -0.8 0.2 -0.481
C -0.91449 -1.04255 -0.06823 2.3 0.9 -0.9 0.154
S -1.10101 -2.76154 0.00874 0.2 -0.7 0.2 -0.648
N -1.83587 -0.20678 0.14433 0.7 -0.2 -0.5 -0.595
C -1.76788 1.23665 -0.09961 -0.8 -2.7 -0.4 0.852
O -1.63035 1.89336 0.90571 0.9 2.3 2.7 -0.799
O -2.05300 1.58637 -1.23904 0.0 0.8 -2.0 -0.806
H 2.42002 0.58851 0.11288 -0.4 0.3 0.9 0.167
H 1.89520 -0.57314 1.41362 -0.1 0.0 -0.4 0.181
H 0.68001 0.81238 1.08152 2.7 -1.1 -0.9 0.258
H 0.65282 0.30781 -1.25242 -0.3 -0.6 0.0 0.190
H 1.33864 -1.39211 -1.06454 -1.1 1.0 0.7 0.180
```
Forces are in eV/Å.

As for the LUMO energy: 6.1 eV. For the molar mass, the calculation gives 131.2 g mol⁻¹. The gap between HOMO and LUMO is 5.50 eV. The value obtained for the total energy is -20647.826 eV. The total charge is -2. As for the relative energy (zero: lowest compared OMol25 entry of this formula, charge and spin): 0.0 kcal per mole.

=====

# 2
This record from the OMol25 dataset describes a molecular structure, C17H18HfN3O3S. The level of theory is the ωB97M-V functional and the def2-TZVPD basis.

Geometry as XYZ:
```
43
Properties=species:S:1:pos:R:3:forces:R:3:nbo_charge:R:1
Hf 0.33298 1.16814 0.52374 0.5 -0.1 -0.5 2.633
O -1.24725 -1.94802 2.40356 -0.1 -0.1 0.0 -0.379
C -1.12255 -0.89602 1.90485 0.3 0.0 -0.3 0.738
O -0.17179 -0.62697 0.88671 -0.3 0.2 0.3 -0.840
C -1.85566 0.35957 2.27922 0.0 0.2 0.0 0.132
C -2.90962 0.31693 3.15839 -0.1 0.1 0.0 -0.214
C -3.51908 1.51647 3.49958 0.0 -0.1 0.0 0.015
C -3.06071 2.73054 2.97283 -0.2 0.1 0.1 -0.132
C -3.65285 3.97640 3.31803 0.0 0.0 0.0 -0.105
C -3.16181 5.13465 2.79426 0.1 0.0 -0.1 -0.175
C -2.06483 5.10206 1.90023 0.0 0.0 0.0 -0.078
C -1.48209 3.91588 1.54110 0.0 0.1 0.0 -0.300
C -1.96699 2.71347 2.07543 0.1 -0.1 -0.1 0.281
N -1.37846 1.51373 1.73030 -0.3 -0.2 0.4 -0.711
H -3.22969 -0.63679 3.55536 0.0 0.0 0.0 0.294
H -4.35868 1.51867 4.18563 0.0 0.0 0.0 0.270
H -4.49314 3.98985 4.00032 0.0 0.0 0.0 0.261
H -3.60536 6.08549 3.05538 0.0 0.0 0.0 0.270
H -1.68474 6.03085 1.49508 0.0 0.0 0.0 0.255
H -0.64966 3.93138 0.83448 0.0 -0.1 0.0 0.185
N 3.39884 2.07993 1.48025 -0.1 0.0 -0.1 -0.294
C 4.22994 1.72312 2.45566 0.0 0.0 0.0 0.106
C 3.60697 0.73968 3.21895 0.1 0.1 0.0 -0.277
C 2.38531 0.55285 2.62249 0.0 0.0 0.0 0.029
N 2.23504 1.37824 1.54013 -0.1 -0.1 0.2 -0.570
H 3.56022 2.75923 0.75187 0.1 0.0 0.0 0.446
H 5.20382 2.18260 2.54109 0.0 0.0 0.0 0.286
H 4.00675 0.22682 4.07731 0.0 0.0 0.0 0.300
H 1.61002 -0.14966 2.89386 0.0 0.0 0.0 0.252
O 0.13782 1.61662 -1.39451 0.0 0.2 0.2 -1.056
S -0.63886 2.27154 -2.64152 -0.2 -0.1 0.0 1.213
C 0.61215 2.97776 -3.71082 0.0 -0.1 0.0 -0.560
C -0.07823 2.82516 -5.07000 0.1 0.0 0.0 -0.432
C -0.59598 1.38039 -5.16604 -0.1 -0.1 0.1 -0.423
C -0.97853 0.87812 -3.75190 0.1 0.1 0.0 -0.556
H 1.50126 2.35043 -3.61365 0.0 0.0 -0.1 0.257
H 0.80987 4.00077 -3.39917 0.0 0.0 -0.1 0.275
H 0.64357 3.05398 -5.85252 0.0 0.0 0.0 0.288
H -0.88870 3.54916 -5.16945 0.0 0.0 0.0 0.246
H 0.17242 0.72130 -5.56458 0.0 0.0 0.0 0.255
H -1.45817 1.31596 -5.82394 0.0 0.0 0.0 0.271
H -0.34787 0.06445 -3.39036 0.0 0.0 0.0 0.266
H -2.02544 0.61568 -3.61735 0.0 0.0 -0.1 0.277
```
Forces are in eV/Å.

As for the LUMO energy: -10.6 eV. For the molar mass, the calculation gives 522.9 g mol⁻¹. The gap between HOMO and LUMO is 7.66 eV. The value obtained for the total energy is -40651.469 eV. The total charge is +3. As for the relative energy (zero: lowest compared OMol25 entry of this formula, charge and spin): 0.6 kcal per mole.

=====

# 3
This record from the OMol25 dataset describes C3H4N2O3 in the gas phase in a non-equilibrium geometry. The level of theory is the ωB97M-V functional and the def2-TZVPD basis.

Geometry as XYZ:
```
12
Properties=species:S:1:pos:R:3:forces:R:3:nbo_charge:R:1
O -0.49376 2.48481 0.95907 0.1 -1.1 -0.3 -0.466
C -0.31495 1.34292 0.63186 0.0 2.2 0.7 0.580
C 0.90348 0.42650 0.71215 -0.7 -1.2 -0.2 -0.331
N 0.01662 -0.56115 0.03145 0.4 0.2 1.6 -0.226
N 0.38046 -1.33917 -0.96077 1.2 -1.7 -0.6 0.638
O 1.53738 -1.67525 -0.98522 1.9 0.3 0.3 -0.423
O -0.42333 -1.79995 -1.72864 -2.0 0.4 -0.6 -0.415
C -1.15612 0.26653 -0.00313 -0.1 -0.6 -2.9 -0.354
H 1.71342 0.85794 0.14773 0.6 -0.3 -0.3 0.245
H 1.17343 -0.11638 1.61328 0.5 1.0 0.5 0.251
H -1.90841 -0.00306 0.69509 -1.1 -0.6 0.3 0.233
H -1.42823 0.11624 -1.11286 -0.7 1.5 1.6 0.267
```
Forces are in eV/Å.

As for the LUMO energy: 0.3 eV. For the molar mass, the calculation gives 116.1 g mol⁻¹. The gap between HOMO and LUMO is 10.89 eV. The value obtained for the total energy is -12293.263 eV. The total charge is 0. As for the relative energy (zero: lowest compared OMol25 entry of this formula, charge and spin): 132.2 kcal per mole.

=====

# 4
This record from the OMol25 dataset describes 2 unconnected molecules or ions with the total composition C32H49F6N3O9S in a non-equilibrium geometry. The level of theory is the ωB97M-V functional and the def2-TZVPD basis.

Geometry as XYZ:
```
100
Properties=species:S:1:pos:R:3:forces:R:3:lowdin_charge:R:1
C 3.55686 0.29007 -0.49252 -0.1 0.3 0.1 0.147
C 2.54935 0.31322 0.15126 0.1 -0.3 -0.2 -0.093
C 1.33437 0.25900 0.95072 0.2 0.4 0.5 -0.117
N 0.10075 0.29340 0.16158 0.6 0.1 0.0 0.087
C -0.17217 1.30437 -0.67889 -0.2 -0.8 -0.6 -0.225
N 0.03166 2.57887 -0.47715 0.2 0.4 -0.2 0.009
C -0.29608 3.62075 -1.43529 -0.2 0.8 0.3 -0.062
C 0.92556 4.48676 -1.75546 -0.1 0.1 -0.4 -0.116
O 0.77725 5.10117 -3.03834 -0.2 -0.6 0.0 -0.011
C -0.29596 5.93806 -3.13998 -0.1 0.8 0.0 -0.531
C -1.42965 5.46468 -3.99873 0.1 -0.5 0.0 0.025
O -0.31946 7.00336 -2.58979 0.1 -0.1 0.3 0.131
O 0.61312 2.99429 0.69828 -0.1 -0.3 0.0 -0.069
C -0.39744 3.49643 1.61383 0.4 0.7 0.3 -0.132
C 0.23814 3.56071 2.99675 0.2 -0.8 -0.1 -0.178
C -0.38039 2.60106 4.01632 -0.1 0.7 0.2 -0.246
C -1.89775 2.75596 4.15610 0.5 -0.1 -0.5 -0.098
N -0.75068 0.89786 -1.85763 -1.2 0.4 1.0 0.078
C 0.34390 0.93986 -2.95744 1.4 0.9 -1.9 -0.672
O 0.21651 1.88093 -3.73346 -0.4 -0.2 0.5 0.045
O 1.20381 0.08533 -2.81648 -0.2 -0.5 0.4 0.060
C -1.36609 -0.37041 -1.50205 0.3 -0.4 0.1 -0.195
S -1.75085 -1.29908 -3.02012 0.8 0.5 -1.7 0.799
O -2.35668 -0.36278 -3.91650 -0.3 0.1 0.6 -0.227
O -0.67444 -2.07130 -3.55417 -0.2 -0.5 0.8 -0.230
C -3.17285 -2.42591 -2.51487 -0.5 0.5 0.0 -0.438
F -4.29480 -1.68425 -2.64510 0.3 -0.3 0.2 0.121
F -3.09768 -2.82722 -1.22996 0.1 -0.2 -0.5 0.112
C -3.31075 -3.63151 -3.47702 0.1 -0.1 -0.2 -0.553
F -3.43589 -3.15951 -4.72791 0.1 -0.5 0.7 0.181
F -2.24805 -4.44393 -3.39643 -0.7 0.3 -0.1 0.174
F -4.41633 -4.31579 -3.14154 0.5 0.2 -0.2 0.178
C -0.52362 -0.96358 -0.32004 -0.9 -0.1 0.9 -0.256
C 0.46818 -2.07908 -0.60411 0.1 -0.2 -0.7 -0.099
C -0.11445 -3.47242 -0.80901 0.4 -0.5 0.2 -0.181
C 1.01009 -4.52241 -0.84161 -0.2 0.4 0.1 -0.175
C 1.67315 -4.79435 0.50821 -0.3 -0.1 -0.2 -0.200
C 0.70582 -5.18096 1.62489 0.2 -0.3 0.0 -0.197
C -0.14923 -6.42593 1.31344 -0.2 0.4 0.3 -0.198
C -1.63905 -6.16861 1.06333 0.3 0.0 0.0 -0.211
C -2.35126 -5.32895 2.12034 -0.1 -0.2 0.1 -0.256
C -2.13124 -5.77464 3.57181 -0.3 0.5 -0.1 -0.090
C -1.50016 -1.37713 0.81808 -0.1 0.2 -0.1 -0.296
C -2.29990 -0.26518 1.46425 -0.2 -0.4 0.3 0.000
F -0.73428 -1.95168 1.83736 0.1 -0.1 0.1 -0.002
H 4.45984 0.37467 -1.03825 0.1 -0.1 -0.2 0.043
H 1.35453 1.10181 1.63425 -0.2 0.1 0.1 0.113
H 1.34975 -0.62572 1.57214 -0.2 -0.3 0.0 0.127
H -0.71181 3.20113 -2.34080 0.2 -0.4 -0.1 0.113
H -1.06242 4.24658 -0.97314 -0.1 0.0 0.1 0.138
H 1.80088 3.85354 -1.84387 0.2 0.0 0.1 0.129
H 1.04958 5.27292 -1.01510 0.3 0.0 0.2 0.129
H -1.67110 6.21357 -4.74125 0.0 0.1 -0.2 0.091
H -2.29907 5.34937 -3.35615 -0.1 0.1 0.1 0.093
H -1.23128 4.49734 -4.44632 0.1 0.0 -0.2 0.086
H -0.65443 4.50722 1.30913 -0.2 0.0 -0.3 0.127
H -1.27559 2.85948 1.57740 -0.1 -0.2 -0.1 0.114
H 1.27987 3.27692 2.86775 0.2 0.1 0.0 0.102
H 0.27244 4.58140 3.35622 -0.2 0.2 0.1 0.118
H 0.06482 2.84585 4.97799 0.2 -0.1 0.1 0.106
H -0.08180 1.58062 3.78083 -0.1 -0.2 0.0 0.096
H -2.40556 2.25434 3.33603 -0.2 -0.2 0.0 0.047
H -2.25002 2.35689 5.09871 -0.2 -0.1 0.1 0.072
H -2.15505 3.80809 4.07215 -0.1 0.2 0.2 0.080
H -2.36636 -0.11475 -1.15215 -0.2 -0.2 0.1 0.129
H 1.20034 -2.15449 0.19049 0.0 0.2 0.3 0.104
H 1.02626 -1.81913 -1.50082 0.1 0.2 -0.1 0.118
H -0.80334 -3.76443 -0.02374 -0.2 0.1 0.2 0.079
H -0.63199 -3.56466 -1.75431 -0.1 0.2 -0.1 0.076
H 1.75669 -4.17443 -1.55444 0.2 -0.1 -0.1 0.120
H 0.59472 -5.44492 -1.23897 0.0 -0.2 -0.1 0.107
H 2.36112 -5.62713 0.37188 0.3 0.0 0.0 0.111
H 2.26328 -3.92980 0.80714 0.1 0.1 0.1 0.102
H 0.09265 -4.33219 1.90936 -0.2 0.1 0.0 0.085
H 1.31051 -5.41048 2.50045 0.1 0.1 0.2 0.108
H -0.07304 -7.09586 2.16458 0.1 -0.3 0.0 0.093
H 0.26661 -6.95522 0.45974 0.1 -0.1 -0.1 0.106
H -2.14323 -7.13167 1.00174 0.0 -0.2 -0.1 0.111
H -1.75404 -5.69537 0.08903 -0.2 0.1 -0.1 0.093
H -2.09923 -4.27450 2.03790 0.2 0.1 -0.2 0.074
H -3.41663 -5.38937 1.90567 -0.2 0.1 0.0 0.102
H -2.18943 -4.90387 4.22071 0.0 0.1 0.2 0.069
H -1.15767 -6.21709 3.74112 0.1 -0.2 0.0 0.059
H -2.91986 -6.44469 3.89805 0.1 -0.3 0.0 0.069
H -2.19117 -2.13931 0.47215 0.2 -0.1 0.0 0.122
H -3.03462 -0.73162 2.11603 -0.1 0.0 0.1 0.095
H -1.67379 0.34867 2.10077 0.2 0.2 -0.1 0.064
H -2.85350 0.34327 0.75580 0.0 0.2 -0.1 0.089
O 2.67814 5.06219 1.61743 0.0 0.3 0.1 0.116
C 3.51744 4.91457 0.77614 -0.2 -0.3 0.0 -0.493
O 4.04697 5.93780 0.07497 0.0 0.0 0.0 0.034
C 4.94041 5.43243 -0.93744 0.1 -0.1 -0.1 -0.141
C 5.35403 4.04683 -0.45070 -0.1 0.0 0.1 -0.141
C 4.10466 3.60290 0.30873 0.5 0.2 -0.1 -0.088
H 4.39778 5.39526 -1.88411 0.0 0.0 0.0 0.127
H 5.77629 6.11935 -1.03851 -0.1 0.1 0.1 0.125
H 5.64912 3.38128 -1.25939 -0.1 0.0 -0.1 0.115
H 6.19427 4.13085 0.23979 0.0 0.0 0.0 0.119
H 3.37827 3.11560 -0.34258 0.0 -0.1 0.1 0.097
H 4.32346 2.95842 1.15481 -0.2 -0.1 0.0 0.127
```
Forces are in eV/Å.

As for the LUMO energy: 0.3 eV. For the molar mass, the calculation gives 765.8 g mol⁻¹. The gap between HOMO and LUMO is 9.31 eV. The value obtained for the total energy is -84012.174 eV. The total charge is 0.